The following is a quantum chemistry calculation of 11 unconnected molecules or ions with the total composition C21H41Cl20N2O2, from the OMol25 dataset.

Summary:
Largest force on an atom   0.009 Eh/bohr
<S²>   0.754
Orbital gap (alpha / beta)   8.5 / 9.9 eV
Charge   0
HOMO (alpha / beta)   -8.171 / -9.572 eV
2S+1   2

Positions of all 86 atoms, in Å:
C  2.54596  2.54548  -0.83786
C  2.16747  2.20994  -2.28863
C  3.44488  1.86147  -3.05302
C  1.47849  3.39569  -2.99135
C  -0.06511  3.46402  -2.98321
O  -0.58106  3.15896  -4.28408
C  -0.48567  4.90666  -2.61460
C  -1.95402  5.15364  -2.81392
N  -2.82863  5.24936  -1.91091
C  -0.77112  2.47330  -2.04281
C  -0.09339  1.11597  -1.71475
C  -0.94098  -0.02652  -2.26923
C  -0.00227  0.93300  -0.18725
N  1.26167  1.02719  -2.34206
O  1.34475  0.33665  -3.41144
H  2.52746  1.64444  -0.25169
H  1.91316  3.31128  -0.38647
H  3.57945  2.89511  -0.81242
H  4.13623  2.70343  -2.96773
H  3.92013  0.98160  -2.61753
H  3.24555  1.67944  -4.10624
H  1.86795  4.31089  -2.53681
H  1.80957  3.40383  -4.03389
H  0.05830  3.42460  -4.95147
H  0.08649  5.59617  -3.24493
H  -0.22225  5.11151  -1.57229
H  -2.29429  5.24854  -3.84481
H  -2.40318  5.15310  -0.98605
H  -1.01618  2.98271  -1.10716
H  -1.72612  2.25474  -2.52367
H  -1.13354  0.10432  -3.33257
H  -0.45664  -0.98812  -2.09867
H  -1.89865  -0.01978  -1.74218
H  0.54993  0.02126  0.06280
H  0.46012  1.77836  0.31508
H  -1.01581  0.84174  0.21117
C  4.82191  -1.51887  0.61141
Cl  6.09682  -0.38263  1.08424
Cl  3.58524  -0.75753  -0.39102
H  5.27267  -2.32229  0.04174
H  4.34431  -1.89256  1.50953
C  1.17893  -3.73276  1.88050
Cl  1.35395  -1.98151  2.05283
Cl  2.60782  -4.47989  1.15294
H  1.03545  -4.15374  2.86667
H  0.33013  -3.92085  1.23417
C  -1.90480  -1.59819  4.05745
Cl  -2.41356  -1.59860  2.36536
Cl  -1.60191  -3.23223  4.66120
H  -0.98194  -1.03564  4.13559
H  -2.69052  -1.15613  4.65790
C  -1.92559  -2.81072  8.29971
Cl  -0.88421  -3.06897  9.70610
Cl  -1.75261  -1.17692  7.63988
H  -1.64020  -3.51732  7.52884
H  -2.95572  -2.94861  8.60029
C  1.92038  -2.45838  -4.09815
Cl  1.76178  -2.92471  -2.39909
Cl  3.53050  -2.79805  -4.74321
H  1.19777  -3.02123  -4.67673
H  1.74310  -1.38945  -4.16393
C  3.03483  0.86913  -7.59853
Cl  4.29599  -0.35069  -7.39573
Cl  1.85762  0.86440  -6.28035
H  3.50875  1.84288  -7.61475
H  2.51441  0.66957  -8.52711
C  -5.74286  -4.46736  7.04077
Cl  -4.88367  -5.13791  8.43454
Cl  -5.05157  -2.93170  6.50210
H  -5.66997  -5.17612  6.22527
H  -6.77287  -4.29509  7.32678
C  -4.60156  7.24416  -0.05108
Cl  -3.32652  6.78387  1.08992
Cl  -6.09973  7.69876  0.77002
H  -4.25029  8.09567  -0.61989
H  -4.79063  6.39483  -0.69576
C  1.59874  -4.68514  7.11006
Cl  0.22333  -5.76593  7.37710
Cl  1.69868  -4.15297  5.42607
H  1.47204  -3.81071  7.73779
H  2.50638  -5.22303  7.35336
C  -2.10924  -5.04718  -1.86710
Cl  -1.07905  -5.67137  -0.56907
Cl  -1.86919  -3.32301  -2.15807
H  -1.86005  -5.58371  -2.77424
H  -3.14199  -5.20759  -1.58368

Forces on the atoms, in the same order (eV/Å):
C 0.110 0.120 -0.248
C 0.071 -0.037 -0.059
C 0.048 0.031 0.066
C 0.025 0.150 0.138
C 0.063 -0.100 0.108
O 0.042 -0.137 -0.070
C -0.030 -0.017 -0.063
C 0.144 -0.015 -0.280
N -0.197 0.051 0.293
C -0.058 0.122 0.095
C -0.005 -0.110 0.188
C -0.057 0.045 0.052
C 0.009 -0.092 -0.120
N -0.220 0.356 -0.245
O -0.050 0.168 0.209
H -0.028 -0.170 0.374
H -0.069 -0.104 0.019
H -0.104 0.183 -0.034
H -0.039 -0.009 0.009
H 0.015 0.024 -0.057
H 0.016 -0.089 0.094
H 0.069 -0.029 -0.067
H -0.058 0.030 -0.004
H 0.024 0.007 -0.037
H -0.051 -0.001 -0.019
H 0.059 -0.038 -0.032
H 0.034 -0.055 -0.032
H -0.012 0.001 0.021
H 0.119 -0.027 0.020
H -0.028 0.108 0.072
H 0.072 -0.051 -0.011
H 0.026 0.064 -0.042
H 0.040 0.011 -0.017
H -0.078 0.098 -0.048
H 0.012 -0.008 -0.018
H 0.034 -0.047 -0.046
C -0.038 -0.032 0.038
Cl 0.005 -0.003 0.004
Cl 0.107 -0.041 -0.019
H 0.008 0.012 -0.011
H -0.001 0.006 -0.005
C -0.086 -0.015 -0.046
Cl 0.015 0.058 0.114
Cl 0.010 0.016 -0.011
H -0.049 -0.050 -0.018
H -0.014 -0.004 -0.003
C 0.025 0.061 0.037
Cl -0.027 -0.012 -0.047
Cl -0.034 -0.093 -0.090
H 0.015 -0.020 -0.006
H -0.010 -0.013 -0.004
C 0.017 -0.026 -0.052
Cl 0.019 0.005 0.011
Cl -0.006 0.057 0.009
H -0.016 0.002 0.002
H 0.006 0.014 0.028
C -0.137 0.130 -0.134
Cl 0.022 -0.113 -0.001
Cl 0.090 -0.085 0.031
H 0.015 -0.066 0.022
H 0.063 -0.244 0.020
C 0.016 0.091 -0.099
Cl -0.027 0.023 0.007
Cl -0.012 -0.059 -0.050
H 0.012 0.003 -0.034
H -0.003 -0.009 0.000
C -0.007 -0.028 -0.037
Cl 0.006 -0.004 0.005
Cl 0.007 0.039 0.012
H 0.008 -0.001 0.000
H 0.004 0.006 0.011
C -0.037 -0.049 -0.097
Cl 0.030 0.021 0.091
Cl 0.006 0.001 0.014
H 0.003 0.009 0.011
H 0.014 0.016 -0.004
C -0.047 -0.003 0.001
Cl -0.007 -0.013 -0.006
Cl 0.171 0.035 0.072
H -0.026 0.000 0.004
H -0.003 -0.009 -0.008
C -0.019 -0.019 -0.047
Cl 0.021 0.013 0.016
Cl -0.064 -0.046 0.050
H 0.006 0.000 0.000
H 0.002 0.003 0.013

The following is a quantum chemistry calculation of 2 unconnected molecules or ions with the total composition C5H9N3O2, from the OMol25 dataset.

Summary:
Largest force on an atom   0.050 Eh/bohr
Orbital gap   8.8 eV
Charge   0
HOMO   -9.513 eV

Positions of all 19 atoms, in Å:
C  0.32448  2.89304  -0.03476
N  0.04367  2.10512  1.13662
C  -0.28905  0.80299  1.07856
C  -0.41991  0.16516  2.45280
O  -0.32914  0.82175  3.46174
N  -0.39444  0.18001  -0.04434
C  -0.63726  -1.24373  -0.08802
C  -0.71199  -1.69548  -1.49578
N  -1.06203  -2.14867  -2.51337
H  -0.56080  2.95992  -0.68538
H  0.61763  3.90006  0.27832
H  1.14088  2.44314  -0.61974
H  0.07625  2.52754  2.05478
H  -0.62038  -0.92177  2.48903
H  0.16313  -1.83107  0.39675
H  -1.58756  -1.54342  0.38668
O  1.72731  -3.02132  -2.95810
H  1.76036  -3.28022  -2.03217
H  0.75887  -3.11307  -3.26364

Forces on the atoms, in the same order (eV/Å):
C -0.012 0.151 -0.436
N -0.129 0.086 0.391
C 0.322 -0.539 -0.368
C -0.182 0.370 0.289
O -0.002 -0.377 -0.390
N 0.110 0.501 0.403
C 0.358 -0.102 0.190
C -1.776 -1.000 -1.588
N 1.050 0.982 1.942
H 0.275 -0.017 0.143
H -0.073 -0.244 -0.070
H -0.253 0.109 0.152
H -0.018 -0.187 -0.193
H 0.063 0.165 -0.012
H -0.185 0.148 -0.123
H 0.201 0.023 -0.267
O -1.700 -0.249 -0.954
H -0.284 -0.077 -0.141
H 2.234 0.256 1.033

The following is a quantum chemistry calculation of a molecular structure, C4H10N3O, from the OMol25 dataset.

Summary:
Largest force on an atom   0.108 Eh/bohr
Orbital gap   10.4 eV
Charge   +1
HOMO   -14.218 eV

Positions of all 18 atoms, in Å:
C  -2.36238  -0.31222  0.58091
C  2.02039  -0.37987  0.52808
C  0.60623  1.77455  0.30777
C  -0.00182  -0.08532  -0.85511
N  -1.17884  -0.69202  0.43384
N  0.92369  0.38096  0.05817
N  0.31482  -1.19199  -1.56957
O  1.99278  -1.57029  0.48307
H  -2.94717  -0.95099  1.33095
H  -2.85967  0.45336  0.13267
H  2.69022  0.38799  0.97180
H  1.27868  2.34500  1.07559
H  0.79357  2.21671  -0.58501
H  -0.35535  1.97299  0.72988
H  -0.64489  0.79421  -1.17566
H  -0.92118  -1.52810  0.96684
H  -0.28378  -1.71418  -2.15076
H  0.93470  -1.90078  -1.26348

Forces on the atoms, in the same order (eV/Å):
C -0.619 -4.088 3.689
C -1.870 2.268 0.356
C 2.848 0.833 3.899
C -0.417 -1.469 1.487
N -0.274 0.089 -1.052
N 0.449 0.194 -0.730
N -0.148 0.767 -0.700
O 1.037 -0.482 0.088
H 0.301 1.294 -1.051
H -0.852 2.305 -1.624
H 0.626 -1.140 0.145
H -0.689 -1.577 -1.310
H -0.023 2.110 -2.514
H -0.943 -0.401 -0.076
H 0.644 -1.834 -0.582
H 0.286 0.291 -0.182
H -1.613 0.604 -1.102
H 1.257 0.233 1.258